Record 1
DFT (wB97M-V/def2-TZVPD) results for a molecular structure, CdCl2FO8 in a non-equilibrium geometry.

Atoms and positions in Å:
1 O 4.19 3.60 3.32
2 O 3.76 4.49 5.55
3 O 6.14 5.98 4.53
4 Cd 5.78 4.27 6.73
5 Cl 3.92 3.31 4.69
6 F 7.68 3.61 6.27
7 O 2.74 2.56 4.84
8 O 8.23 5.71 3.76
9 Cl 7.04 6.38 3.48
10 O 6.37 6.01 2.24
11 O 7.01 7.69 3.64
12 O 4.98 2.64 5.44

Properties
HOMO energy ... -0.2080 hartree
Multiplicity ... 1
LUMO ... 0.40 eV
Total charge ... -1

Löwdin population analysis, charges in e, atoms 1 to 8: -0.258 -0.468 -0.493 1.470 0.653 -0.655 -0.312 -0.325

Record 2
DFT (wB97M-V/def2-TZVPD) results for 28 unconnected molecules or ions with the total composition C36H124N4O28 in a non-equilibrium geometry.

Atoms and positions in Å:
1 H -7.24 -1.26 -1.52
2 H 1.63 -3.08 5.85
3 H -6.52 -2.17 4.40
4 H -0.93 4.87 -2.73
5 H 3.01 -1.09 1.99
6 C 0.62 -2.99 5.45
7 C 0.83 -0.72 -6.27
8 H -6.74 1.33 -1.46
9 H -5.85 -3.97 2.81
10 O 2.62 -0.55 -0.97
11 H -0.15 -4.34 6.88
12 H -3.00 -4.59 -5.67
13 H -2.30 4.49 -2.22
14 H 6.45 5.70 0.72
15 H -5.01 -1.77 -0.12
16 H 0.19 -2.04 5.76
17 O 3.70 -0.74 1.44
18 H -5.52 1.53 -0.16
19 O 2.00 5.82 2.14
20 H -1.76 -4.93 -4.53
21 H -0.15 -2.29 -8.32
22 C 7.58 2.71 2.47
23 H -2.21 2.08 2.21
24 C 8.58 3.80 2.64
25 H 8.36 1.01 -0.43
26 H -8.66 -1.72 2.25
27 H -7.99 -3.23 2.33
28 H 0.59 -3.80 -8.54
29 H -7.39 -3.22 -0.10
30 H -1.60 3.29 -4.72
31 C 0.08 -5.52 5.07
32 C -6.16 0.82 -0.68
33 H -0.45 -2.72 3.51
34 C 8.18 1.64 1.60
35 H 3.62 1.73 -3.20
36 H 8.37 1.41 4.11
37 H -2.95 1.68 -0.10
38 H 9.54 3.36 2.89
39 H -1.33 -3.96 5.71
40 H -0.79 1.60 -0.31
41 O -0.36 4.55 1.53
42 H 4.10 4.31 0.57
43 H 7.94 0.60 1.82
44 H -3.47 1.63 -2.09
45 H 1.69 3.87 -2.48
46 O -4.84 -0.11 1.59
47 O -3.86 1.95 -2.91
48 H 1.23 -4.55 0.97
49 H 2.21 -2.68 -7.43
50 C -7.71 -1.11 -0.55
51 H -1.64 -2.05 0.15
52 O -2.46 0.91 -0.40
53 H -2.80 4.00 0.53
54 H -5.27 0.57 2.11
55 H 6.13 5.22 -0.79
56 H -1.05 4.39 2.17
57 H -1.80 -3.84 -7.68
58 C 1.36 -6.15 5.63
59 H -9.02 -2.77 -0.10
60 H -4.51 -2.89 2.54
61 O 2.85 1.22 -2.97
62 O -1.17 0.69 2.03
63 C -0.29 -4.24 5.81
64 O -1.85 6.78 -0.05
65 O 1.10 4.30 -1.86
66 C -6.39 -1.36 3.67
67 C 2.55 -4.38 3.25
68 H 3.06 -3.83 4.03
69 H 0.59 7.48 -1.76
70 H 8.41 4.62 3.34
71 H -0.08 -2.09 -2.01
72 H 6.02 4.76 2.44
73 H 1.85 -5.49 6.35
74 C -2.30 -4.10 -4.99
75 H -1.59 -6.50 6.20
76 C -7.85 0.83 1.04
77 C 6.65 4.83 0.09
78 H -1.41 3.08 -6.20
79 H -7.36 1.59 1.64
80 H -5.46 0.23 -1.27
81 H 4.13 2.53 0.49
82 O 0.42 -6.38 2.85
83 O 0.78 7.07 -0.91
84 H 8.67 2.74 -0.25
85 O -4.43 -1.98 -0.86
86 H 4.12 1.05 2.27
87 O -2.93 4.47 -0.29
88 C 1.09 -4.05 3.15
89 N -0.26 -2.60 -4.97
90 H 3.03 -1.67 -5.28
91 O 5.65 3.93 2.77
92 H 5.95 1.51 -0.39
93 H -5.27 -3.50 1.17
94 O -1.68 4.30 -2.92
95 H 4.72 2.30 2.86
96 O 3.98 1.70 2.95
97 H -3.05 -2.18 -6.91
98 H 0.29 1.71 -4.46
99 O 0.92 2.43 -4.48
100 C -6.85 -0.08 0.22
101 H 2.22 -2.93 -4.28
102 H -1.26 -0.22 1.76
103 N 0.27 -5.22 3.61
104 C -0.94 -3.78 -7.02
105 H -1.60 0.71 -2.39
106 C 6.09 3.40 0.52
107 H 2.26 1.10 3.20
108 H -3.22 2.98 2.88
109 O 0.34 3.44 4.23
110 H 2.08 -6.65 4.99
111 C -1.41 -3.03 -5.76
112 H -2.89 -3.68 -4.17
113 H 0.65 1.78 0.12
114 O -0.58 -2.08 -3.80
115 H -0.50 1.75 -2.36
116 O -2.08 3.26 -5.55
117 C 8.05 1.91 0.10
118 O -0.06 2.23 -0.33
119 H 7.30 2.76 4.56
120 H 2.71 0.07 -1.69
121 H 1.82 -0.38 -6.59
122 H 0.81 -3.18 -1.45
123 H -3.13 1.97 -3.53
124 H 1.33 6.32 -1.13
125 H 8.69 4.31 1.68
126 C 1.35 -2.98 -6.82
127 H -4.04 -1.14 -1.10
128 H 0.37 2.63 3.73
129 C 6.67 2.33 -0.34
130 C 2.16 -1.91 -4.67
131 H -8.69 -0.65 -0.66
132 H 1.44 5.19 1.69
133 H 0.54 0.03 -5.53
134 H -0.38 -6.55 2.34
135 H -5.47 -0.81 3.85
136 H -0.25 -3.72 1.52
137 C -7.88 -2.30 1.76
138 C 0.20 -3.15 -7.75
139 H -7.14 -0.58 3.84
140 O 1.32 1.01 3.36
141 H 1.23 1.11 4.31
142 C 0.98 -2.08 -5.64
143 H 2.10 5.46 3.02
144 H -1.77 -1.00 -6.48
145 H 3.38 -0.85 0.55
146 H 1.25 3.73 4.30
147 H -0.44 0.69 2.65
148 H 4.49 3.61 -0.95
149 H -2.96 -1.71 0.81
150 H -3.00 -1.52 -5.33
151 N 6.29 3.14 1.98
152 C 4.59 3.44 0.13
153 H -0.66 -1.13 -3.92
154 H 9.26 1.62 1.75
155 H 1.60 -3.97 -6.44
156 C -5.50 -3.15 2.17
157 H -1.15 -7.24 4.57
158 N -5.94 -0.80 1.17
159 H 1.14 -1.92 3.70
160 H -8.54 0.26 1.66
161 H 0.18 -0.59 -7.13
162 O -0.78 0.95 -2.81
163 H 7.73 4.88 -0.03
164 H 2.12 1.71 -3.34
165 O -2.70 2.89 2.08
166 H 0.97 -6.92 6.30
167 C 0.83 -3.77 1.63
168 H -0.74 4.33 0.69
169 H 3.17 -4.06 2.41
170 O 0.24 -2.46 -1.19
171 H 2.74 -5.45 3.28
172 H 1.23 -2.80 1.34
173 H 6.68 1.24 4.03
174 H 1.99 -1.21 -3.85
175 H 6.90 2.66 -1.35
176 H 0.68 3.58 -1.39
177 C -6.39 -1.85 2.16
178 C 7.47 1.96 3.84
179 C -1.24 -6.34 5.18
180 C -8.04 -2.41 0.23
181 H -2.06 -5.82 4.69
182 H -1.91 7.39 -0.78
183 C 0.56 -2.82 3.91
184 H -0.91 6.64 0.07
185 H -2.24 0.44 0.41
186 H -8.46 1.38 0.33
187 H 0.94 2.71 -5.40
188 C -2.35 -1.85 -6.14
189 O -2.01 -1.57 0.89
190 H -2.89 5.39 -0.04
191 H -0.78 -4.81 -6.71
192 H 1.87 -1.09 -1.22

Properties
HOMO energy ... -0.2934 hartree
Multiplicity ... 1
LUMO ... 0.00 eV

Löwdin population analysis, charges in e, atoms 1 to 8: 0.120 0.100 0.085 0.020 0.021 -0.136 -0.052 0.117

Record 3
DFT (wB97M-V/def2-TZVPD) results for a molecular structure, C2H3IN2O in a non-equilibrium geometry.

Atoms and positions in Å:
1 C 0.57 0.70 0.22
2 O 1.80 3.10 -0.26
3 C 0.14 -0.48 -0.09
4 I 3.35 -0.50 0.05
5 N 2.01 0.97 0.18
6 H 0.85 -1.13 -0.34
7 H -0.98 -0.81 -0.09
8 H 0.07 1.57 0.76
9 N 2.52 2.15 0.00

Properties
HOMO energy ... -0.3444 hartree
Multiplicity ... 1
LUMO ... -0.65 eV

Löwdin population analysis, charges in e, atoms 1 to 8: -0.229 -0.056 -0.041 0.988 -0.620 -0.085 0.119 0.143